No. 1
# C2H6F2N2O3S2

A structure of composition C2H6F2N2O3S2 in a non-equilibrium geometry (wB97M-V/def2-TZVPD, OMol25).

Calculated values
* multiplicity: 1
* E: -1410.97115 hartree
* LUMO energy: -0.5 eV
* F_max: 4.668 eV/Å
* HOMO: -10.47 eV
* total charge: 0

Positions of all 17 atoms, in Å:
C (1.40579, -0.53059, 0.66308)
C (-0.43682, 0.69088, 1.70577)
N (-1.15424, -1.36315, -0.17549)
N (0.53078, 0.60801, 0.65338)
O (-1.18754, 1.76275, -0.81565)
O (0.44875, 0.15133, -1.84727)
O (-0.32823, -2.40945, -2.40346)
F (1.13210, 2.29847, -1.03923)
F (-1.99531, -0.58902, -2.51149)
S (0.05356, 1.13677, -0.78634)
S (-0.85609, -1.32949, -1.56325)
H (0.82849, -1.39417, 0.30486)
H (2.28142, -0.47508, -0.00988)
H (1.61467, -0.54011, 1.74458)
H (-1.00824, -0.31086, 1.93074)
H (-0.10986, 0.98400, 2.70236)
H (-1.21923, 1.30969, 1.44728)


No. 2
# C2H6F2NOP

A cluster of 2 separate species, C2H6F2NOP in total in a non-equilibrium geometry (wB97M-V/def2-TZVPD, OMol25).

Calculated values
* multiplicity: 1
* E: -750.76024 hartree
* LUMO energy (spin up / spin down): 0.6 / 0.4 eV
* F_max: 1.721 eV/Å
* HOMO (spin up / spin down): -8.50 / -7.85 eV
* total charge: 0

Positions of all 13 atoms, in Å:
C (-0.50075, -0.32868, 0.68521)
C (2.65579, -0.11844, -0.76553)
N (0.58024, -0.82082, -0.11411)
O (1.55523, 0.06864, -0.14443)
F (-3.67784, 1.16699, 0.29866)
F (-3.54152, -1.21162, 0.37100)
P (-3.40795, -0.04541, -0.74113)
H (-1.14250, 0.34510, 0.09302)
H (-1.08486, -1.19079, 0.99730)
H (-0.15975, 0.22695, 1.56422)
H (2.86111, -1.02993, -1.30283)
H (-4.78482, -0.14358, -1.06179)
H (3.35722, 0.69169, -0.71118)


No. 3
# C2H6F2NP

A cluster of 2 separate species, C2H6F2NP in total in a non-equilibrium geometry (wB97M-V/def2-TZVPD, OMol25).

Calculated values
* multiplicity: 1
* E: -675.56223 hartree
* LUMO energy (spin up / spin down): -0.1 / -0.6 eV
* F_max: 3.495 eV/Å
* HOMO (spin up / spin down): -8.17 / -9.11 eV
* total charge: 0

Positions of all 12 atoms, in Å:
C (1.16956, -1.05751, 0.60678)
C (0.95741, 1.11263, -0.25459)
N (0.31896, -0.11893, 0.01115)
F (-3.73237, 0.84399, -1.07641)
F (-3.02226, -1.37062, -0.78210)
P (-3.13218, -0.02635, 0.18763)
H (0.61185, -1.83503, 1.16944)
H (1.76027, -1.60989, -0.13831)
H (1.91543, -0.63208, 1.17536)
H (0.81672, 1.45009, -1.27705)
H (0.25615, 1.92350, 0.31833)
H (2.08048, 1.32020, 0.05976)


- Look up the F_max of the first one.
  4.668 eV/Å


- What is the F_max in the third record?
  3.495 eV/Å